Entry 1:
{
  "formula": "C5H9LiO4Rh",
  "method": "wB97M-V/def2-TZVPD",
  "s2": 6.05,
  "e_homo_ev": [-11.9398, -13.2999],
  "spin_multiplicity": 5,
  "energy_ev": -16721.12480,
  "gap_ev": [7.80, 6.92],
  "total_charge": 1,
  "symbols": ["O", "C", "C", "O", "C", "C", "O", "C", "Li", "H", "H", "H", "H", "H", "H", "H", "H", "Rh", "O", "H"],
  "xyz": [[0.058463, 1.189340, 2.539075], [-1.156271, 0.838756, 2.388648], [-1.694185, 0.245408, 1.239291], [-0.787674, 0.331958, 0.154988], [-0.459495, -0.806620, -0.606779], [0.701161, -0.433871, -1.497848], [1.732642, 0.083267, -0.672246], [2.918308, 0.405078, -1.372164], [0.930524, 1.044035, 0.858990], [-1.855906, 0.991884, 3.235684], [-1.299805, -1.135096, -1.240548], [-0.163878, -1.630614, 0.066140], [0.397162, 0.331263, -2.231733], [1.057405, -1.322964, -2.042104], [3.642154, 0.783835, -0.642030], [3.324224, -0.490628, -1.866605], [2.725331, 1.179842, -2.130742], [-2.695913, -1.530665, 1.781528], [-4.148649, -0.628607, 1.180947], [-3.225599, 0.554399, 0.857507]],
  "atomic_forces_ev_per_a": [[-1.9, -0.8, -0.7], [1.6, 1.9, 2.0], [-0.7, -0.3, -2.8], [-0.7, 0.9, 1.4], [-0.2, -1.1, -0.5], [-0.1, 0.0, -0.4], [-0.4, 0.1, 0.7], [0.6, 0.1, -0.5], [0.2, 0.0, 0.0], [0.3, -0.1, -0.3], [0.1, 0.1, 0.3], [-0.1, 0.2, -0.2], [0.1, -0.2, 0.2], [-0.1, 0.2, 0.1], [-0.2, -0.1, -0.2], [-0.1, 0.3, 0.2], [0.0, -0.2, 0.2], [0.9, -1.1, 0.6], [-0.9, 1.7, -0.8], [1.5, -1.5, 0.9]],
  "mulliken_spin": [0.209, -0.005, 0.434, 0.057, -0.002, 0.016, 0.002, 0.000, 0.000, 0.008, 0.000, -0.014, 0.000, -0.001, 0.000, 0.000, 0.000, 2.260, 1.115, -0.079]
}

Entry 2:
{
  "formula": "C5H9LuO3",
  "method": "wB97M-V/def2-TZVPD",
  "e_homo_ev": [-16.8666, -16.8672],
  "spin_multiplicity": 1,
  "energy_ev": -45072.11368,
  "relative_energy_kcal_mol": 44.5,
  "gap_ev": [5.53, 5.53],
  "total_charge": 2,
  "symbols": ["O", "C", "O", "C", "C", "H", "C", "H", "H", "H", "C", "H", "H", "H", "H", "H", "Lu", "O"],
  "xyz": [[0.975678, 1.903869, -0.449731], [0.414379, 0.827216, -0.172355], [-0.820555, 0.678801, -0.516852], [-1.749893, -0.071897, 0.309907], [1.305698, -0.716645, 0.130959], [0.862646, -1.595015, 0.620127], [2.617124, -0.949049, -0.586832], [2.592149, -1.858552, -1.201196], [2.837490, -0.152438, -1.322697], [3.451658, -1.057084, 0.134126], [-3.142306, 0.379074, -0.042527], [-1.517225, 0.126173, 1.363179], [-1.591455, -1.137420, 0.110207], [-3.329577, 1.398188, 0.318722], [-3.858618, -0.301086, 0.436904], [-3.305502, 0.345407, -1.127011], [2.865283, 1.887668, 0.798776], [1.393020, 0.292794, 1.196298]],
  "atomic_forces_ev_per_a": [[3.6, 1.7, 0.4], [-0.8, -5.7, -2.6], [0.5, 1.5, 1.4], [-0.6, -0.9, 0.5], [-0.5, 3.1, -0.3], [-0.3, 0.3, -0.8], [-0.5, 0.4, -0.1], [0.1, 0.1, 0.2], [0.0, 0.1, 0.1], [-0.1, -0.1, 0.1], [-0.2, 0.1, 0.0], [0.0, 0.0, -0.2], [0.0, 0.2, -0.1], [0.0, -0.3, -0.1], [0.2, 0.2, -0.1], [0.0, 0.0, 0.3], [-4.4, -2.6, -0.9], [3.2, 2.0, 2.4]],
  "lowdin_charge": [-0.076, -0.483, 0.072, -0.174, -0.179, 0.158, -0.056, 0.120, 0.086, 0.097, -0.040, 0.138, 0.135, 0.096, 0.104, 0.100, 2.240, -0.338]
}

Entry 3:
{
  "formula": "C5H9MgO4Tm",
  "method": "wB97M-V/def2-TZVPD",
  "s2": 3.76,
  "e_homo_ev": [-8.5344, -9.4976],
  "spin_multiplicity": 4,
  "energy_ev": -48486.59115,
  "relative_energy_kcal_mol": 0.0,
  "gap_ev": [4.63, 3.44],
  "total_charge": 1,
  "symbols": ["O", "C", "C", "O", "C", "Tm", "H", "H", "H", "H", "H", "H", "H", "O", "C", "C", "O", "Mg", "H", "H"],
  "xyz": [[0.093198, 1.738539, -0.625240], [1.447755, 1.911097, -0.874869], [2.159603, 0.582936, -0.687618], [1.486077, -0.322918, -1.555453], [2.218565, -0.722275, -2.704053], [-0.651821, -0.954520, -1.227994], [2.003974, 2.671741, -0.300419], [1.536412, 2.199106, -1.939962], [2.170708, 0.179212, 0.334953], [3.228856, 0.673519, -0.928562], [1.885587, -1.706049, -3.059503], [2.094009, 0.022556, -3.500047], [3.283665, -0.795600, -2.438367], [-1.879423, 1.017490, 2.633961], [-2.261806, -0.180691, 2.848031], [-1.835308, -1.147751, 1.745664], [-0.961288, -0.614604, 0.794296], [-0.842813, 1.321664, 0.963986], [-2.767348, -1.578844, 1.328017], [-1.323838, -1.996688, 2.243383]],
  "atomic_forces_ev_per_a": [[-0.8, -0.3, 1.4], [0.7, -0.1, -0.6], [0.7, 0.9, 0.0], [0.4, -1.0, 0.2], [0.9, 0.0, -0.7], [-0.2, 0.0, -1.6], [-0.6, 0.0, 0.1], [0.3, -0.1, 0.3], [-0.5, 0.1, -0.1], [-0.3, -0.1, -0.3], [-0.1, 0.3, 0.2], [0.1, -0.2, 0.1], [-0.4, -0.1, -0.2], [-1.8, -3.7, 1.6], [2.1, 4.7, -2.1], [0.2, -2.2, 0.4], [-1.0, 0.4, 1.7], [0.3, 0.6, -0.7], [0.2, 0.3, 0.1], [-0.4, 0.3, 0.1]],
  "mulliken_spin": [-0.029, 0.002, 0.000, -0.027, -0.001, 2.131, 0.000, -0.003, 0.002, 0.001, 0.013, -0.001, 0.002, 0.093, 0.600, 0.145, -0.035, 0.097, 0.011, -0.003]
}